No. 1
Computed, not measured: 3 unconnected molecules or ions with the total composition C34H33NO9P2, with ωB97M-V/def2-TZVPD.

The geometry in XYZ format:
```
79
Properties=species:S:1:pos:R:3:forces:R:3
C 4.355192 0.866752 0.962144 -0.121 -0.037 0.164
N 4.112599 0.761402 -0.461571 0.052 -0.151 -0.124
C 4.159529 1.998916 -1.212167 -0.155 0.080 -0.053
C 3.012629 2.958561 -0.882823 0.043 0.011 0.077
O 1.802947 2.506232 -1.467042 -0.010 -0.121 0.016
C 0.889452 1.954012 -0.521592 0.016 0.024 0.119
C 0.195102 3.005914 0.329050 -0.036 -0.119 -0.053
O -1.001115 3.362862 -0.334925 -0.112 0.147 -0.106
C -1.731261 4.413671 0.268067 0.115 0.027 0.110
P 3.348599 4.667382 -1.574852 0.073 -0.071 -0.185
P 4.242731 5.463361 0.255736 0.087 0.036 -0.126
O 3.352423 5.592410 1.418306 0.042 -0.022 0.012
O 5.492729 4.491798 0.522521 -0.080 0.106 0.245
O 5.005885 6.797285 -0.205754 -0.187 0.077 -0.158
H 5.422535 0.972233 1.170296 -0.002 0.060 -0.077
H 3.825382 1.695341 1.458003 0.042 -0.002 -0.004
H 4.014149 -0.051506 1.439192 0.057 -0.024 0.033
H 3.243955 0.278219 -0.644059 0.021 -0.027 -0.027
H 4.085334 1.760585 -2.275390 0.015 0.038 -0.024
H 5.123592 2.490815 -1.059559 -0.005 -0.036 0.119
H 2.887961 3.036666 0.201478 0.036 0.033 -0.015
H 1.387716 1.219343 0.118446 0.025 0.073 -0.003
H 0.134749 1.434648 -1.110369 -0.012 -0.049 0.052
H -0.025017 2.599277 1.324509 -0.036 -0.017 -0.024
H 0.838867 3.885160 0.458458 0.023 -0.032 0.055
H -1.232228 4.786010 1.166523 -0.010 0.018 -0.020
H -1.834411 5.239774 -0.438946 -0.020 0.002 0.017
H -2.724743 4.059544 0.553278 -0.008 -0.007 -0.017
H 2.098785 5.216878 -1.221918 -0.061 0.047 0.030
H 5.526714 4.269829 1.466255 0.018 -0.026 -0.165
H 4.533890 7.295046 -0.890477 0.138 -0.075 0.242
C 1.152763 -1.262813 6.802091 -0.009 -0.006 -0.002
C 1.862026 -0.511384 5.871292 0.003 0.003 -0.010
C 1.505437 -0.545517 4.534254 0.018 0.024 0.038
C 0.439624 -1.336012 4.120396 -0.007 -0.003 -0.032
C -0.266189 -2.097122 5.053181 -0.008 -0.027 -0.014
C 0.091887 -2.053763 6.395081 0.027 0.016 0.031
C -1.401906 -2.972844 4.637540 -0.002 0.029 -0.076
O -2.022044 -3.623820 5.449559 0.006 -0.013 0.025
C -1.743473 -3.015569 3.185490 0.027 0.006 0.062
C -2.775721 -3.843886 2.762086 -0.041 -0.002 -0.044
C -3.121132 -3.887890 1.421890 0.000 -0.008 0.015
C -2.440114 -3.103165 0.497515 0.079 0.002 -0.061
C -1.407952 -2.279568 0.913309 -0.032 -0.025 -0.002
C -1.053047 -2.235196 2.256695 0.040 0.048 0.028
C 0.067412 -1.346888 2.676934 -0.109 -0.076 0.025
O 0.654145 -0.655247 1.871106 0.120 0.112 -0.080
H 1.430649 -1.230791 7.847449 0.004 0.000 -0.003
H 2.693690 0.102252 6.191981 -0.005 0.003 0.004
H 2.041321 0.035784 3.795933 -0.015 -0.003 -0.012
H -0.470804 -2.646786 7.103056 -0.008 -0.010 -0.018
H -3.297455 -4.442272 3.496418 0.010 0.010 0.014
H -3.925685 -4.532992 1.094031 -0.008 0.017 -0.021
H -2.717719 -3.134044 -0.548188 0.017 -0.060 0.202
H -0.866536 -1.661841 0.209640 0.016 0.012 -0.005
C -1.835077 -5.242498 -5.265450 -0.006 0.007 0.002
C -2.856914 -5.585551 -4.386574 -0.005 -0.004 0.009
C -3.416994 -4.624349 -3.562748 -0.001 -0.042 -0.013
C -2.953991 -3.314588 -3.610116 -0.027 0.047 0.040
C -1.922501 -2.972616 -4.485223 0.037 0.029 0.006
C -1.368542 -3.940081 -5.314941 0.001 -0.031 -0.007
C -1.385577 -1.580161 -4.542625 -0.014 -0.004 0.014
O -0.495082 -1.284246 -5.309237 -0.005 -0.003 0.005
C -1.981955 -0.573550 -3.617933 0.042 -0.023 -0.018
C -1.472110 0.720326 -3.613361 -0.003 0.016 0.002
C -2.008593 1.674110 -2.765067 0.008 -0.040 -0.078
C -3.064447 1.340838 -1.923296 -0.001 0.009 0.027
C -3.577360 0.055752 -1.922756 0.003 0.024 0.038
C -3.034019 -0.909454 -2.764114 -0.028 -0.070 0.016
C -3.583334 -2.294332 -2.720140 0.048 0.111 -0.266
O -4.501117 -2.587452 -1.983355 -0.095 -0.027 0.029
H -1.402204 -5.994759 -5.911873 -0.002 -0.001 0.006
H -3.216762 -6.605428 -4.346961 0.000 0.004 -0.005
H -4.216834 -4.868895 -2.877025 -0.008 0.013 -0.001
H -0.573314 -3.653074 -5.989352 0.002 0.018 0.013
H -0.647006 0.957555 -4.271506 -0.012 -0.014 -0.014
H -1.592098 2.671512 -2.739799 -0.017 -0.007 0.018
H -3.474359 2.087217 -1.255838 0.015 -0.002 -0.001
H -4.393657 -0.223323 -1.270265 0.001 -0.017 0.000
```
Positions in Å, forces in eV/Å.

As for the highest occupied orbital energy: -0.3201 Eh. The value obtained for the orbital gap is 7.636 eV. The LUMO energy comes out at -0.039 Ha.

These are the Löwdin partial charges, in e, on atoms 1 to 4: number 1, C, carries -0.1320; number 2, N, carries -0.1054; number 3, C, carries -0.2430; number 4, C, carries -0.6114

No. 2
Computed, not measured: a molecular structure, C34H34Cl3N6O4Ti, with ωB97M-V/def2-TZVPD.

The geometry in XYZ format:
```
82
Properties=species:S:1:pos:R:3:forces:R:3
Ti 0.755499 0.249973 0.552203 -0.060 0.096 0.190
C -3.216676 0.602841 3.013041 -0.029 -0.018 -0.011
N -2.584724 1.760422 2.378349 0.019 -0.005 0.053
C -3.449675 2.910645 2.129592 -0.024 0.021 -0.005
C -1.333159 1.701483 1.981528 -0.010 0.082 -0.033
O -0.592377 0.710798 2.168078 -0.057 -0.055 -0.053
C -0.706885 2.857052 1.209746 -0.002 -0.035 0.005
O 0.650147 2.484693 0.943963 -0.102 0.106 -0.047
C 1.587576 2.955111 1.918677 -0.001 -0.031 0.029
C 2.425104 1.792049 2.426290 0.032 -0.008 -0.026
O 2.200945 0.646065 1.970445 0.054 -0.073 0.042
N 3.350051 2.019862 3.333461 0.055 -0.008 -0.071
C 4.200592 0.932765 3.821596 0.012 -0.006 0.018
C 3.654784 3.340376 3.877842 0.006 0.038 0.015
H -3.534043 0.866420 4.021130 0.009 0.009 0.000
H -2.513411 -0.222296 3.051704 0.005 0.004 -0.008
H -4.092963 0.314017 2.431717 0.008 0.005 0.006
H -4.112202 3.038787 2.982815 0.009 0.001 0.009
H -4.056245 2.749179 1.237341 0.007 -0.016 0.002
H -2.876182 3.826059 2.013389 0.007 -0.011 -0.012
H -0.744321 3.803446 1.747498 0.008 -0.005 0.022
H -1.213179 2.980531 0.253765 0.019 0.016 -0.011
H 1.055265 3.404267 2.758200 -0.019 0.011 -0.015
H 2.222139 3.709926 1.454636 0.019 -0.016 -0.006
H 4.080130 0.058441 3.193331 -0.009 0.002 -0.004
H 3.930965 0.689203 4.848962 -0.003 0.001 -0.002
H 5.238195 1.261478 3.795843 -0.002 0.008 -0.007
H 2.866726 4.057866 3.673387 -0.003 -0.012 -0.005
H 4.590575 3.711702 3.459369 0.001 -0.012 -0.003
H 3.763832 3.258556 4.957817 -0.003 -0.016 0.000
N -7.650370 -5.539974 -0.856262 0.009 0.010 0.003
C -6.706319 -4.901200 -0.719621 0.005 0.015 -0.001
C -5.523003 -4.100672 -0.548246 0.024 -0.005 0.004
C -5.637394 -2.742981 -0.258090 -0.045 -0.011 -0.009
C -4.496256 -1.978340 -0.103739 0.035 0.008 -0.002
C -3.233062 -2.560523 -0.210965 0.017 0.031 -0.007
C -3.128326 -3.921060 -0.498125 -0.020 0.029 0.017
C -4.266465 -4.687177 -0.675336 0.004 -0.037 -0.010
C -2.012671 -1.736773 -0.025427 0.112 -0.032 0.142
C -1.881416 -0.592877 -0.840824 -0.014 0.084 -0.108
C -2.630573 -0.295113 -1.997376 0.015 0.013 0.050
C -2.104680 0.867013 -2.545301 0.036 0.025 0.050
C -1.053197 1.243974 -1.709089 -0.107 0.024 -0.080
N -0.905135 0.389860 -0.679343 0.159 -0.267 -0.006
C -1.088764 -2.163131 0.934630 -0.165 -0.013 -0.158
C -1.291152 -3.187722 1.893625 0.104 -0.006 0.045
C -0.142493 -3.272604 2.654108 -0.105 -0.080 -0.016
C 0.731408 -2.305120 2.143901 0.069 0.114 -0.087
N 0.191173 -1.632255 1.120251 -0.126 -0.092 0.078
H -6.618383 -2.298835 -0.160256 0.007 0.007 0.002
H -4.579103 -0.921096 0.112892 -0.017 0.001 -0.005
H -2.150790 -4.373647 -0.597946 -0.001 -0.012 -0.008
H -4.189320 -5.739503 -0.911551 0.004 0.003 0.000
H -3.439366 -0.888680 -2.391220 0.002 0.005 -0.002
H -2.428525 1.378258 -3.436703 -0.001 -0.010 0.002
H -0.401971 2.103231 -1.815712 0.007 -0.005 0.016
H -2.190438 -3.770928 2.001735 0.007 -0.015 0.027
H 0.055231 -3.940510 3.475700 0.003 -0.001 -0.005
H 1.726523 -2.068581 2.494296 0.000 0.018 -0.005
C 2.476320 -2.701596 -1.334900 -0.014 -0.013 -0.003
C 2.217704 -1.302715 -1.781508 0.090 -0.139 0.049
O 1.880536 -0.458339 -0.925252 -0.061 0.254 -0.062
C 2.345995 -0.919636 -3.177395 -0.051 0.061 -0.067
C 1.931740 0.354724 -3.590006 0.031 -0.015 0.088
C 2.019297 0.718375 -4.917011 0.016 -0.027 -0.039
C 2.531628 -0.181780 -5.847949 -0.023 0.047 0.046
C 2.948012 -1.445699 -5.451151 0.018 -0.035 -0.040
C 2.849297 -1.819577 -4.124530 0.007 -0.011 0.052
H 2.342969 -2.781185 -0.260784 0.003 -0.004 0.000
H 3.484356 -3.012945 -1.610573 0.010 0.010 0.009
H 1.781136 -3.375468 -1.839807 0.009 -0.014 -0.006
H 1.534959 1.041020 -2.855528 0.000 0.023 0.003
H 1.691141 1.698218 -5.235121 0.002 0.010 -0.005
H 2.603612 0.105343 -6.888709 0.002 -0.006 -0.001
H 3.345518 -2.139456 -6.178890 -0.005 0.002 0.002
H 3.171517 -2.807877 -3.827476 0.000 -0.005 -0.011
Cl 5.245030 2.432358 -3.471714 -0.022 -0.017 0.014
C 4.245967 3.565979 -2.562581 0.066 0.080 -0.086
Cl 3.005715 4.280664 -3.605459 -0.007 -0.021 0.018
Cl 5.239007 4.827871 -1.830439 -0.021 -0.018 -0.004
C 3.566563 2.834083 -1.487764 0.012 -0.110 0.043
N 3.040330 2.252885 -0.651170 -0.020 0.076 -0.004
```
Positions in Å, forces in eV/Å.

As for the highest occupied orbital energy (alpha / beta): -0.4701 / -0.4706 Eh. The value obtained for the relative energy (zero: lowest compared OMol25 entry of this formula, charge and spin) is 2.1 kcal/mol. As for the charge: +2. Its multiplicity is 2. The value obtained for the orbital gap (alpha / beta) is 6.732 / 6.817 eV. The LUMO energy (alpha / beta) comes out at -0.223 / -0.220 Ha.

These are the Löwdin partial charges, in e, on atoms 1 to 4: number 1, Ti, carries 1.1668; number 2, C, carries 0.0214; number 3, N, carries -0.0963; number 4, C, carries 0.0076

No. 3
Computed, not measured: a molecular structure, C34H34ClGeMnN3P in a non-equilibrium geometry, with ωB97M-V/def2-TZVPD.

The geometry in XYZ format:
```
75
Properties=species:S:1:pos:R:3:forces:R:3
Mn 0.007207 -0.035812 0.398914 -1.056 -0.091 -2.055
Cl 1.845868 -1.003352 0.840333 1.486 -1.493 0.578
C 3.139389 0.178989 0.739998 0.476 0.989 -0.232
C 4.321464 -0.015293 1.418308 -0.058 -0.320 0.126
C 5.282131 0.987255 1.350086 0.014 0.115 -0.079
C 5.037396 2.149951 0.635652 -0.001 0.000 -0.028
C 3.839824 2.318143 -0.048859 0.031 -0.079 -0.001
C 2.874208 1.317418 -0.019067 -0.275 -0.218 0.023
P 1.305233 1.390574 -0.965794 0.911 0.477 -0.163
C 1.663663 0.589335 -2.551591 -0.345 0.075 0.046
C 2.837918 -0.105826 -2.807340 0.004 0.029 0.119
C 3.021482 -0.698167 -4.051389 0.045 -0.044 -0.012
C 2.047698 -0.584400 -5.031362 0.046 0.011 0.029
C 0.873623 0.119002 -4.776191 -0.048 0.015 -0.028
C 0.673448 0.695721 -3.536457 0.134 -0.018 0.104
C 1.162065 3.160984 -1.342530 -0.288 -0.173 0.192
C 1.659998 3.674998 -2.541806 -0.016 -0.004 0.129
C 1.758152 5.048601 -2.709893 -0.009 0.015 -0.011
C 1.363729 5.910351 -1.696624 0.013 -0.040 -0.057
C 0.848041 5.400160 -0.512676 -0.073 0.039 0.136
C 0.742959 4.031816 -0.334345 -0.025 -0.115 -0.083
H 4.512307 -0.912593 1.992888 -0.079 -0.012 -0.018
H 6.223356 0.857981 1.866604 -0.020 -0.027 0.026
H 5.784202 2.931509 0.603161 0.001 -0.009 0.006
H 3.657962 3.227204 -0.605473 -0.006 0.008 -0.044
H 3.613116 -0.174767 -2.053303 0.011 -0.029 -0.043
H 3.933931 -1.242897 -4.253929 0.003 0.024 -0.011
H 2.207586 -1.035040 -6.001612 -0.016 -0.005 0.001
H 0.122336 0.220393 -5.548138 0.001 -0.014 0.008
H -0.239074 1.242001 -3.322901 -0.020 0.010 -0.096
H 1.991486 3.024962 -3.335404 0.030 -0.110 -0.049
H 2.154554 5.440342 -3.636979 -0.008 0.016 0.011
H 1.458098 6.979544 -1.830272 -0.020 -0.001 0.004
H 0.533227 6.072273 0.274442 -0.001 0.000 -0.009
H 0.343032 3.636518 0.593550 0.030 0.033 0.047
N -6.034537 1.439335 3.680877 0.389 -0.090 -0.293
C -6.588096 1.906253 4.855007 -0.361 0.222 0.527
C -7.868323 1.992784 5.322897 0.070 -0.173 -0.419
C -8.031520 2.563019 6.604109 -0.001 0.057 0.112
C -6.946703 3.034929 7.380408 0.287 0.055 0.107
C -5.665252 2.948483 6.920945 -0.113 0.056 0.215
C -5.470473 2.374469 5.626595 0.007 -0.224 -0.516
N -4.342986 2.190689 4.941744 0.139 0.077 0.171
C -4.697888 1.629904 3.772461 -0.523 0.134 0.327
C -3.698452 1.314926 2.760977 0.628 -0.178 -0.535
C -3.985323 0.789509 1.499508 -0.193 0.149 0.351
C -2.956562 0.522840 0.618966 0.102 -0.120 -0.386
N -1.668682 0.738515 0.914824 -0.992 0.683 0.917
C -1.391022 1.283777 2.120305 -0.073 0.113 -0.009
C -2.351828 1.573447 3.058535 -0.490 0.049 0.217
H -6.547783 1.038654 2.910485 0.018 -0.002 -0.011
H -8.724372 1.655448 4.753182 -0.020 0.000 0.052
H -9.031372 2.642632 7.012395 -0.011 -0.007 -0.036
H -7.140865 3.464585 8.353112 -0.057 -0.017 -0.009
H -4.815184 3.288014 7.497034 -0.004 0.017 -0.019
H -4.998877 0.573429 1.189600 0.027 0.011 -0.083
H -3.164695 0.130825 -0.366786 0.004 -0.095 0.045
H -0.350395 1.525766 2.338197 0.022 -0.086 -0.034
H -2.097144 2.001020 4.017402 0.122 0.014 -0.020
C -2.004942 -3.646414 -2.045721 0.129 0.016 0.311
Ge -1.044799 -3.032806 -0.446891 0.014 0.326 -0.014
C 0.665464 -3.956514 -0.184778 -0.331 0.064 0.018
C -2.176344 -3.041400 1.167484 0.187 -0.059 -0.288
C -0.660165 -1.088687 -1.112343 -0.151 -0.684 0.532
H -2.278677 -4.691003 -1.891058 -0.008 -0.002 -0.034
H -1.369019 -3.580076 -2.926927 0.003 0.006 0.007
H -2.913735 -3.069304 -2.207978 0.003 0.007 -0.003
H 0.480780 -5.021953 -0.330189 0.026 0.002 -0.003
H 1.057236 -3.830128 0.823917 0.013 0.014 -0.011
H 1.412429 -3.643849 -0.913748 -0.016 0.025 -0.005
H -2.202531 -4.063309 1.547507 -0.027 0.026 0.049
H -3.198020 -2.749890 0.924400 0.001 0.039 0.007
H -1.792854 -2.401154 1.963836 0.019 0.000 0.026
H -1.565854 -0.705758 -1.588463 0.047 0.261 0.130
H 0.055750 -1.302456 -1.903889 0.241 0.262 0.046
```
Positions in Å, forces in eV/Å.

As for the highest occupied orbital energy (alpha / beta): -0.5864 / -0.5885 Eh. The value obtained for the relative energy (zero: lowest compared OMol25 entry of this formula, charge and spin) is 0.0 kcal/mol. As for the charge: +3. Its multiplicity is 4. The value obtained for the orbital gap (alpha / beta) is 6.520 / 4.587 eV. The LUMO energy (alpha / beta) comes out at -0.347 / -0.420 Ha.

These are the Löwdin partial charges, in e, on atoms 1 to 4: number 1, Mn, carries 0.2816; number 2, Cl, carries 0.8870; number 3, C, carries -0.5579; number 4, C, carries -0.0573